--- 1 ---
A 2-piece molecular cluster, C5H15NO overall, computed with ωB97M-V/def2-TZVPD.

Summary:
Spin multiplicity   2
HOMO (spin up / spin down)   1.2 / -5.6 eV
Charge   -1
Orbital gap (spin up / spin down)   2.520 / 9.246 eV

Cartesian coordinates (Å):
C: -0.7643 -0.8893 -1.4668
C: 0.3944 -0.4182 -0.6742
C: 0.6014 1.0560 -0.5271
C: -0.4584 1.8316 0.1742
C: -1.6790 2.1488 -0.6731
N: 1.5730 -1.1224 -1.3250
H: -1.0013 -0.1305 -2.1936
H: -1.6522 -1.1033 -0.8722
H: -0.6500 -1.8093 -2.0849
H: 0.2524 -0.7657 0.4190
H: 0.6053 1.3909 -1.6390
H: 1.5532 1.2760 -0.0577
H: -0.0482 2.8750 0.4677
H: -0.7890 1.3839 1.2076
H: -1.4372 2.6501 -1.6790
H: -2.5072 2.7854 -0.3032
H: -2.1497 1.2043 -0.9617
H: 2.4768 -0.7786 -1.1026
H: 1.3670 -2.1001 -1.2687
H: -0.3002 -1.7948 3.5922
H: 0.7106 -2.9450 3.6292
O: 0.4993 -2.0820 3.8906

=====

--- 2 ---
A 2-piece molecular cluster, C5H15NO overall, computed with ωB97M-V/def2-TZVPD.

Summary:
Spin multiplicity   2
HOMO (spin up / spin down)   1.3 / -5.5 eV
Charge   -1
Orbital gap (spin up / spin down)   2.588 / 9.347 eV

Cartesian coordinates (Å):
C: -1.9627 1.1128 -0.7734
N: -0.5909 0.6041 -0.8417
C: 1.9199 -0.8914 1.6808
C: 1.0890 -0.6813 0.4205
C: 0.0625 0.4763 0.4914
C: 0.6929 1.7925 0.9596
H: -2.4588 0.9266 0.1833
H: -2.6162 0.6342 -1.5125
H: -1.9903 2.1864 -0.9807
H: -0.0583 1.2650 -1.4019
H: 2.8083 -0.2409 1.6886
H: 2.2998 -1.9149 1.6966
H: 1.3784 -0.6501 2.6005
H: 1.6662 -0.5418 -0.4971
H: 0.5002 -1.5874 0.2281
H: -0.7239 0.1229 1.1201
H: 0.1301 2.2399 1.7799
H: 1.7087 1.6305 1.3271
H: 0.7558 2.5456 0.1716
H: -1.1338 -1.4266 -1.2730
H: -0.5455 -2.1836 -2.4466
O: -1.1872 -2.2888 -1.7215

=====

--- 3 ---
A 2-piece molecular cluster, C5H15NO overall, computed with ωB97M-V/def2-TZVPD.

Summary:
Spin multiplicity   2
HOMO (spin up / spin down)   1.3 / -6.0 eV
Charge   -1
Orbital gap (spin up / spin down)   2.586 / 9.871 eV

Cartesian coordinates (Å):
C: 0.2441 -1.5211 -0.6273
C: -0.3187 -0.6268 0.3899
C: -1.3747 0.3692 -0.1027
C: -2.5698 0.3588 0.8927
C: -0.4057 1.6571 -0.2634
N: 1.2834 -2.3964 -0.1557
H: 0.6886 -0.7701 -1.4129
H: -0.3925 -2.0914 -1.2156
H: -0.8808 -1.1804 1.2502
H: 0.4034 -0.0283 1.0239
H: -1.6529 0.1813 -1.2208
H: -3.5612 0.2764 0.5407
H: -2.4071 1.2691 1.4520
H: -2.4612 -0.4924 1.6030
H: 0.5830 1.1656 -0.4069
H: -0.1000 2.1919 0.6457
H: -0.7755 2.3538 -1.0622
H: 1.1667 -2.9117 0.6929
H: 1.2935 -3.1490 -0.7668
H: 2.9682 1.4910 0.4949
H: 1.7495 1.8842 -0.0407
O: 2.6180 1.8951 -0.2779

=====

Need the numbers? Relative energies in kcal/mol: 1 14.4; 2 0.0; 3 47.3.

=====

--- 1 ---
C42H50Br2GeN2O2ReSSi4Te as an isolated structure, computed with ωB97M-V/def2-TZVPD.

Summary:
Spin multiplicity   1
HOMO   -9.3 eV
Charge   +1
Orbital gap   5.351 eV

Cartesian coordinates (Å):
Re: -0.0829 -0.6475 0.5865
Br: -3.3863 2.4002 3.0280
C: -1.5668 2.1784 3.5006
C: -1.0020 2.9194 4.5367
C: 0.3241 2.7595 4.8529
Br: 1.0667 3.8168 6.2534
C: 1.1339 1.8378 4.1619
C: 2.5090 1.6135 4.3979
C: 3.1770 0.6625 3.6752
C: 2.4792 -0.0906 2.7204
N: 1.2060 0.1006 2.4606
C: 0.5287 1.0590 3.1432
C: -0.8368 1.2402 2.7719
O: -1.3662 0.5288 1.8248
H: -1.6087 3.6291 5.0813
H: 3.0192 2.2047 5.1457
H: 4.2284 0.4715 3.8345
H: 2.9765 -0.8742 2.1587
O: 1.3263 -2.1077 -0.1601
N: 2.2270 -1.7442 -1.0860
C: 2.8746 -2.7312 -1.7357
C: 3.8265 -2.4564 -2.6758
C: 4.1364 -1.1196 -2.9453
C: 3.4670 -0.1284 -2.2739
C: 2.4743 -0.4380 -1.3327
S: 1.6162 0.7796 -0.4856
H: 2.5894 -3.7320 -1.4475
H: 4.3327 -3.2647 -3.1807
H: 4.8957 -0.8705 -3.6731
H: 3.6826 0.9165 -2.4453
C: -4.5862 -4.5745 1.5580
Si: -3.9377 -3.0780 0.5860
C: -4.6161 -3.0599 -1.1629
C: -4.0954 -1.5011 1.5851
Si: -1.5885 -3.6937 0.6118
Te: -0.1618 -2.6226 2.3592
Si: -0.1625 -5.5428 0.0518
C: -1.0597 -6.9162 0.9996
C: 1.5748 -5.3762 0.7808
C: -0.0868 -5.8787 -1.8021
Si: -1.1697 -2.2784 4.6904
C: -2.5199 -1.0003 4.9480
C: 0.4127 -1.8453 5.6230
C: -1.7637 -4.0199 5.0894
H: -5.6448 -4.4441 1.7927
H: -4.0560 -4.7103 2.5025
H: -4.4900 -5.4994 0.9863
H: -5.7022 -2.9580 -1.1326
H: -4.3825 -3.9786 -1.7032
H: -4.2272 -2.2167 -1.7335
H: -5.0478 -1.0035 1.3937
H: -3.3027 -0.7959 1.3380
H: -4.0398 -1.7165 2.6522
H: -1.3232 -6.6120 2.0150
H: -0.4175 -7.7953 1.0773
H: -1.9782 -7.2228 0.4963
H: 1.5642 -5.5588 1.8559
H: 1.9907 -4.3803 0.6188
H: 2.2465 -6.1050 0.3230
H: -1.0657 -6.1711 -2.1849
H: 0.6077 -6.6954 -2.0064
H: 0.2426 -5.0054 -2.3664
H: -2.7201 -0.4064 4.0579
H: -2.2266 -0.3124 5.7431
H: -3.4508 -1.4834 5.2498
H: 0.5239 -0.7631 5.7163
H: 1.3032 -2.2294 5.1223
H: 0.3966 -2.2648 6.6307
H: -2.6850 -4.2575 4.5546
H: -1.9763 -4.0962 6.1583
H: -1.0215 -4.7806 4.8438
C: -1.1570 -0.4553 -0.8835
Ge: -1.9367 0.5317 -2.3855
C: -3.8615 0.1290 -2.4907
C: -4.5229 -0.4474 -3.5705
C: -5.8931 -0.6710 -3.5222
C: -6.6148 -0.3250 -2.3905
C: -5.9661 0.2566 -1.3089
C: -4.6006 0.4854 -1.3616
C: -1.8293 2.4317 -1.8872
C: -2.2986 3.3563 -2.8189
C: -2.1979 4.7163 -2.5746
C: -1.6383 5.1668 -1.3862
C: -1.1771 4.2529 -0.4506
C: -1.2683 2.8904 -0.7008
C: -0.8277 0.3894 -4.0170
C: -1.2521 -0.1470 -5.2292
C: -0.4503 -0.0734 -6.3600
C: 0.7947 0.5315 -6.2919
C: 1.2292 1.0720 -5.0894
C: 0.4221 1.0071 -3.9643
H: -3.9758 -0.7135 -4.4637
H: -6.3945 -1.1094 -4.3754
H: -7.6842 -0.4891 -2.3577
H: -6.5289 0.5386 -0.4270
H: -4.0916 0.9642 -0.5305
H: -2.7445 3.0023 -3.7434
H: -2.5496 5.4246 -3.3138
H: -1.5596 6.2288 -1.1934
H: -0.7350 4.6041 0.4742
H: -0.9069 2.1678 0.0194
H: -2.2217 -0.6183 -5.3085
H: -0.8041 -0.4836 -7.2971
H: 1.4157 0.5991 -7.1756
H: 2.1919 1.5652 -5.0334
H: 0.7546 1.4579 -3.0373

=====

--- 2 ---
C42H50Br2GeN2O2ReSSi4Te as an isolated structure, computed with ωB97M-V/def2-TZVPD.

Summary:
Spin multiplicity   1
HOMO (spin up / spin down)   -10.1 / -10.1 eV
Charge   +1
Orbital gap (spin up / spin down)   6.146 / 5.213 eV

Cartesian coordinates (Å):
Re: -2.0066 -0.2698 0.3633
Br: -6.2455 1.0934 2.8964
C: -4.6976 0.2664 3.6029
C: -4.6436 -0.1218 4.9409
C: -3.5303 -0.7439 5.4465
Br: -3.4866 -1.2162 7.2855
C: -2.4318 -1.0396 4.6158
C: -1.2633 -1.7188 5.0159
C: -0.2864 -1.9928 4.0950
C: -0.4505 -1.5858 2.7689
N: -1.5222 -0.9317 2.3567
C: -2.5125 -0.6476 3.2565
C: -3.6362 0.0515 2.7287
O: -3.6305 0.4070 1.4789
H: -5.4935 0.0678 5.5817
H: -1.1569 -2.0197 6.0489
H: 0.6125 -2.5226 4.3764
H: 0.3156 -1.7828 2.0308
O: -3.0077 0.3224 -1.3139
N: -3.9376 -0.4811 -1.8562
C: -4.5032 -0.0381 -3.0038
C: -5.4287 -0.7846 -3.6667
C: -5.7981 -2.0298 -3.1403
C: -5.2312 -2.4579 -1.9697
C: -4.2866 -1.6667 -1.2906
S: -3.6062 -2.1471 0.1898
H: -4.1577 0.9325 -3.3263
H: -5.8581 -0.4050 -4.5812
H: -6.5301 -2.6416 -3.6489
H: -5.4894 -3.4077 -1.5257
C: 4.9271 -3.1968 -0.2510
Si: 3.2431 -2.7225 0.4529
C: 2.4433 -4.2044 1.3190
C: 3.3671 -1.2439 1.6139
Si: 1.8803 -2.2062 -1.4498
Te: -0.5851 -1.9749 -0.8907
Si: 1.4903 -4.0671 -2.9113
C: 3.0910 -4.7210 -3.6746
C: 0.3413 -3.4578 -4.2915
C: 0.6661 -5.4596 -1.9295
Si: 2.7282 -0.2229 -2.4995
C: 3.2821 1.0058 -1.1840
C: 1.3399 0.4978 -3.5539
C: 4.1845 -0.8587 -3.5201
H: 5.5689 -3.6428 0.5117
H: 5.4467 -2.3225 -0.6480
H: 4.8202 -3.9194 -1.0624
H: 2.8641 -4.3629 2.3150
H: 2.6037 -5.1198 0.7464
H: 1.3635 -4.0755 1.4254
H: 3.5896 -1.5588 2.6362
H: 2.4370 -0.6772 1.6405
H: 4.1571 -0.5572 1.3066
H: 3.6013 -3.9590 -4.2660
H: 2.8828 -5.5652 -4.3351
H: 3.7853 -5.0684 -2.9069
H: 0.8856 -2.8739 -5.0363
H: -0.4487 -2.8253 -3.8799
H: -0.1369 -4.2913 -4.8092
H: 1.3951 -6.0073 -1.3295
H: 0.1779 -6.1768 -2.5917
H: -0.0939 -5.0602 -1.2547
H: 2.5433 1.0743 -0.3841
H: 3.3951 2.0026 -1.6152
H: 4.2372 0.7209 -0.7398
H: 0.4753 0.7206 -2.9238
H: 1.0230 -0.1973 -4.3341
H: 1.6455 1.4298 -4.0353
H: 4.9646 -1.2605 -2.8703
H: 4.6347 -0.0705 -4.1277
H: 3.8727 -1.6587 -4.1937
C: -0.7733 1.0889 0.3774
Ge: 0.1165 2.8328 0.6014
C: 0.5411 3.4495 -1.2063
C: 1.5342 4.3746 -1.5105
C: 1.6484 4.8726 -2.8007
C: 0.7669 4.4542 -3.7868
C: -0.2204 3.5237 -3.4908
C: -0.3359 3.0227 -2.2036
C: -1.4408 3.8502 1.2365
C: -1.7545 5.1062 0.7279
C: -2.8721 5.7871 1.1904
C: -3.6887 5.2143 2.1543
C: -3.3813 3.9619 2.6686
C: -2.2595 3.2884 2.2139
C: 1.3552 2.6638 2.1210
C: 2.4354 3.4944 2.3966
C: 3.0908 3.4051 3.6169
C: 2.6649 2.5022 4.5793
C: 1.5896 1.6659 4.3137
C: 0.9437 1.7507 3.0915
H: 2.2212 4.7019 -0.7388
H: 2.4195 5.5958 -3.0335
H: 0.8392 4.8589 -4.7879
H: -0.9044 3.2007 -4.2656
H: -1.1074 2.2989 -1.9574
H: -1.1264 5.5555 -0.0338
H: -3.1079 6.7664 0.7940
H: -4.5664 5.7405 2.5060
H: -4.0156 3.5105 3.4222
H: -2.0153 2.3132 2.6211
H: 2.7704 4.2194 1.6643
H: 3.9319 4.0543 3.8237
H: 3.1601 2.4544 5.5402
H: 1.2506 0.9576 5.0597
H: 0.1009 1.1089 2.8713

=====

Need the numbers? Relative energies in kcal/mol: 1 11.6; 2 0.0.

=====

--- 1 ---
An isolated ion of composition CHN2O4 and charge -1, computed with ωB97M-V/def2-TZVPD.

Summary:
Spin multiplicity   1
HOMO   -5.8 eV
Charge   -1
Orbital gap   10.077 eV

Cartesian coordinates (Å):
O: -2.2216 -0.0210 0.0005
C: -1.5716 0.9898 0.0002
O: -1.7161 2.1716 -0.0002
N: 0.0169 0.5118 -0.0003
N: 1.1895 1.0920 -0.0002
O: 1.2779 2.3042 0.0002
O: 2.1769 0.3496 0.0004
H: 0.0755 -0.5012 0.0000

=====

--- 2 ---
CHN2O4 as an isolated structure, computed with ωB97M-V/def2-TZVPD.

Summary:
Spin multiplicity   1
HOMO   -5.2 eV
Charge   -1
Orbital gap   9.293 eV

Cartesian coordinates (Å):
C: 1.2310 -0.6443 0.0947
N: -0.2388 -0.0578 -0.4840
N: -0.9287 0.8875 0.1290
O: 1.1393 -0.8131 1.2696
O: 1.9971 -0.8280 -0.7892
O: -0.3434 1.9177 0.3323
O: -2.1126 0.7043 0.3804
H: -0.7439 -1.1662 -0.9328

=====

Need the numbers? Relative energies in kcal/mol: 1 0.0; 2 36.3.